ORCA calculation (wB97M-V/def2-TZVPD) on a single C26H36N2O6 molecule.

Total energy (hartree): -1573.22651
HOMO (eV): -8.0454
Energy above the lowest of the compared OMol25 structures with the same formula, charge and spin (eV): 0.042
Kohn-Sham gap (eV): 8.840
SMILES: CCO[C@@H]1OC(C(=O)N2CCN(Cc3ccc4c(c3)OCO4)CC2)=C[C@H](C2CC2)[C@H]1CCCO

The geometry in XYZ format:
```
70
Properties=species:S:1:pos:R:3:forces:R:3:mulliken_charge:R:1
C -2.25103 -2.39784 -2.59857 -0.2611 0.2240 0.0503 -0.9416
C -3.64469 -1.78487 -2.69789 0.1749 -0.1662 -0.1980 -0.2761
O -4.10695 -1.18708 -1.49835 0.0556 0.0861 0.2476 -0.3608
C -3.60655 0.07814 -1.19849 -0.7463 0.3958 -0.2684 -1.0642
O -2.23141 0.04344 -0.88109 0.2706 -0.1492 0.2180 -0.1809
C -1.94528 -0.58313 0.31482 -0.5530 0.0627 0.3840 0.7552
C -0.62339 -1.27103 0.45672 0.0122 -0.2809 0.0032 0.1646
O -0.52829 -2.20288 1.24221 -0.0631 0.0179 0.1340 -0.7395
N 0.41942 -0.89041 -0.31860 0.1388 -0.0846 -0.1825 0.1751
C 0.58733 0.36854 -1.00138 -0.0367 0.6154 0.1041 0.0935
C 1.60997 1.22819 -0.25165 -0.0653 -0.0919 -0.3496 -1.4105
N 2.87303 0.52185 -0.19760 -0.0352 0.1470 0.1315 0.4455
C 3.95039 1.32908 0.34736 -0.0524 0.0559 -0.0839 -1.1530
C 5.28720 0.67722 0.10998 0.0515 -0.0186 -0.0542 0.4580
C 5.56732 0.13278 -1.13487 -0.0748 0.0968 0.1004 -0.3949
C 6.78706 -0.47453 -1.41681 0.3612 -0.0862 0.1314 -1.0118
C 7.71651 -0.50669 -0.40578 -0.2251 0.2707 0.5016 1.0317
C 7.44416 0.04063 0.84784 0.0532 -0.2023 -0.5827 0.8408
C 6.23825 0.63270 1.13183 0.2595 -0.0860 0.0086 -1.1999
O 8.53243 -0.12715 1.66381 -0.4485 0.2101 0.1019 -0.5008
C 9.50052 -0.79509 0.88373 1.1580 -0.3403 0.3885 -0.2495
O 8.98327 -1.03165 -0.40748 -0.3308 -0.0018 -0.3648 -0.4863
C 2.70682 -0.72650 0.52629 -0.0853 -0.2510 -0.1812 -0.6266
C 1.67814 -1.59808 -0.19026 0.2141 -0.2828 0.3422 -1.2848
C -2.83057 -0.66033 1.30808 0.2368 0.1751 -0.1473 -1.2704
C -4.21839 -0.10754 1.24306 -0.1530 -0.1564 -0.2923 0.2468
C -5.19994 -1.25520 1.41334 0.0731 0.1108 0.0812 -0.5432
C -5.54647 -1.74129 2.78619 0.1114 -0.1459 0.0631 -0.6518
C -6.56111 -0.98753 1.98024 -0.1512 0.0512 -0.1313 -0.5995
C -4.48168 0.65209 -0.07387 0.1127 -0.0008 -0.1078 0.5990
C -4.37391 2.17642 0.07916 0.1907 -0.2299 0.0180 -1.5638
C -3.01507 2.72238 0.53632 0.0242 0.2122 -0.2208 -0.3292
C -2.16792 3.24849 -0.62395 -0.3292 -0.2300 0.0405 -0.4369
O -0.92543 3.75566 -0.19507 0.4213 0.0865 0.1602 -0.6007
H -2.05479 -2.98997 -3.48885 0.0385 -0.0936 -0.0922 0.5005
H -2.19125 -3.04129 -1.72391 0.0333 -0.1015 0.0728 0.2567
H -1.49083 -1.62604 -2.51357 0.0818 -0.0229 -0.0203 0.0497
H -3.67598 -1.04324 -3.50962 -0.0660 -0.0787 0.0476 0.2852
H -4.38044 -2.56669 -2.90490 0.0848 0.1101 -0.0975 0.3797
H -3.65012 0.72705 -2.09271 0.0225 -0.1700 0.1758 0.5213
H -0.36151 0.88895 -1.08408 0.1189 -0.0036 -0.0393 0.1499
H 0.97268 0.16669 -2.00675 -0.0614 0.0779 0.0175 0.2133
H 1.75127 2.17092 -0.78522 -0.0256 0.0154 0.0339 0.5150
H 1.22626 1.45016 0.76413 -0.0171 0.0221 -0.0274 0.3427
H 3.93171 2.29484 -0.16937 -0.0634 -0.0080 0.1076 0.4162
H 3.81442 1.52232 1.42602 0.0088 0.0298 -0.0512 0.3059
H 4.80588 0.17821 -1.89666 -0.1000 -0.0148 -0.0945 0.4443
H 7.00030 -0.89913 -2.38319 0.0257 -0.0585 -0.1452 0.4217
H 6.04119 1.04714 2.10680 -0.0613 0.0576 0.1589 0.4095
H 9.75877 -1.75505 1.35936 -0.1415 0.2032 -0.1177 0.2436
H 10.40732 -0.17303 0.80967 -0.2610 -0.0857 -0.0178 0.2433
H 3.66816 -1.24214 0.55629 -0.0511 -0.0306 0.0470 0.4882
H 2.37057 -0.54882 1.56398 0.0356 -0.0041 -0.0273 0.2768
H 1.49670 -2.51472 0.37158 0.0595 0.0985 -0.1231 0.5555
H 2.04146 -1.83935 -1.19367 0.0160 0.0022 0.0296 0.3544
H -2.55228 -1.19868 2.19966 0.1382 -0.1157 0.0315 0.5587
H -4.36000 0.58483 2.08178 -0.0127 0.0071 0.0224 0.6510
H -5.12240 -1.98946 0.62279 -0.0761 -0.0703 0.0460 0.5495
H -5.68950 -2.79977 2.93805 -0.0386 -0.0813 -0.0315 0.2891
H -5.09901 -1.24085 3.63183 0.0597 0.1183 0.0551 0.2462
H -6.79899 0.02212 2.28099 0.0476 0.1255 0.0457 0.2127
H -7.40370 -1.52713 1.57599 -0.0325 -0.0852 -0.0288 0.2857
H -5.51131 0.43902 -0.38030 0.0989 0.0150 0.0101 0.5159
H -4.64277 2.64318 -0.87164 -0.1120 0.0723 -0.0430 0.5693
H -5.13460 2.46994 0.80545 -0.0484 0.0159 -0.0718 0.4213
H -3.16778 3.54838 1.23448 0.0759 -0.0247 0.0161 0.4486
H -2.45620 1.94675 1.06459 0.0599 0.0181 0.0719 0.1152
H -2.67171 4.08925 -1.10733 -0.0460 -0.0947 -0.0058 0.4266
H -2.02061 2.45697 -1.37113 -0.0932 0.1086 0.0070 0.0716
H -0.47465 3.06985 0.31015 -0.0068 0.0329 -0.0079 0.3319
```
Positions in Å, forces in eV/Å.

ORCA calculation (wB97M-V/def2-TZVPD) on a single C7H10 molecule.

Total energy (hartree): -272.64662
HOMO (eV): -8.8088
Energy above the lowest of the compared OMol25 structures with the same formula, charge and spin (eV): 1.942
Kohn-Sham gap (eV): 9.943
SMILES: C=C/C=C/C(=C)C

The geometry in XYZ format:
```
17
Properties=species:S:1:pos:R:3:forces:R:3:mulliken_charge:R:1
C -3.09057 0.89326 -1.15100 0.9348 0.3456 -0.2127 -0.7413
C -1.96920 0.20635 -1.36823 -0.3038 -0.7450 0.8603 -0.2202
C -0.76553 0.41480 -0.55457 0.2402 0.0496 -0.3521 0.0573
C 0.16132 -0.51408 -0.32716 -0.1790 0.3771 0.1837 -0.5984
C 1.21235 -0.37770 0.72009 0.4316 -0.4784 0.3568 0.5169
C 0.93299 -0.81497 1.94798 0.3641 -0.6372 -0.3544 -0.8757
C 2.59835 0.09473 0.31443 -0.8649 0.4426 -0.3827 -1.1672
H -3.99094 0.72091 -1.71260 -0.2663 -0.0854 0.1343 0.2825
H -3.02098 1.69672 -0.42584 -0.4098 0.1909 -0.1793 0.2291
H -2.01442 -0.73657 -1.90974 0.1541 0.2824 -0.4561 0.2646
H -0.61806 1.39141 -0.10254 -0.3006 -0.0177 0.2124 0.3148
H 0.09884 -1.47735 -0.82602 0.0165 -0.0359 -0.0374 0.3280
H -0.02131 -1.27464 2.17062 -0.1242 0.2499 0.0643 0.3184
H 1.72422 -0.98073 2.67218 -0.0697 0.4133 0.1249 0.3043
H 2.65262 1.18209 0.42112 -0.0061 0.0108 -0.0281 0.2655
H 3.42026 -0.32443 0.88481 -0.0623 -0.2558 0.0563 0.3853
H 2.69005 -0.09981 -0.75354 0.4453 -0.1068 0.0098 0.3361
```
Positions in Å, forces in eV/Å.

ORCA calculation (wB97M-V/def2-TZVPD) on a single C4H10N2O molecule.

Total energy (hartree): -343.02505
HOMO (eV): -8.6110
Energy above the lowest of the compared OMol25 structures with the same formula, charge and spin (eV): 4.800
Kohn-Sham gap (eV): 9.364
SMILES: C=C(O)N(N)CC

The geometry in XYZ format:
```
17
Properties=species:S:1:pos:R:3:forces:R:3:mulliken_charge:R:1
C -0.25221 0.66250 2.25263 0.8423 -0.0743 -0.3577 -0.9363
C -0.57087 0.81391 0.98050 -5.7307 4.7947 -0.3131 0.5513
O -1.75099 1.93264 0.77797 2.3118 -1.3694 1.2864 -0.5985
N -0.61808 0.19230 -0.21223 4.5079 -4.0719 0.9664 0.1012
N -0.41313 0.97113 -1.32984 -0.3782 0.3494 0.4077 -0.5305
C 0.61127 -0.97447 0.09061 -1.8206 0.7957 -1.7900 -0.3572
C 0.83571 -1.68355 -1.22470 0.1539 -0.1106 0.2033 -1.3832
H -0.67458 1.35567 2.95809 -0.1125 0.0550 -0.0113 0.2801
H 0.50305 -0.02471 2.58988 -0.0101 -0.2246 0.0142 0.3009
H -1.60489 2.37649 -0.07219 0.1938 -0.5192 0.2525 0.3431
H 0.38257 1.60565 -1.30636 -0.2035 -0.5548 -0.6706 0.2190
H -0.85322 0.56153 -2.14295 0.6878 0.5122 0.0628 0.2035
H 1.54610 -0.54705 0.46932 -0.3788 0.3954 -0.0088 0.3367
H 0.16293 -1.63040 0.83158 -0.0383 0.0967 0.0171 0.3877
H -0.09747 -2.09055 -1.61023 -0.0377 -0.0447 -0.0048 0.3336
H 1.53629 -2.50753 -1.07751 0.0085 -0.0234 -0.0904 0.3971
H 1.25753 -1.01358 -1.97456 0.0043 -0.0064 0.0360 0.3514
```
Positions in Å, forces in eV/Å.

ORCA calculation (wB97M-V/def2-TZVPD) on a molecular structure, C6H8CuMgO6.

Total energy (hartree): -2525.20664
HOMO (eV): -12.5797
Charge: +1
Energy above the lowest of the compared OMol25 structures with the same formula, charge and spin (eV): 0.000
Kohn-Sham gap (eV): 7.153

The geometry in XYZ format:
```
22
Properties=species:S:1:pos:R:3:forces:R:3:mulliken_charge:R:1
O -1.38717 0.03126 0.86973 0.7765 0.1293 1.0476 -0.6002
C -1.17021 -0.25430 -0.60679 0.7408 0.3184 -1.0011 1.4349
C -2.43794 0.99433 1.01310 -0.5319 0.0758 0.1159 -0.3205
O -1.14519 -1.47642 -0.87783 0.6967 -0.1946 0.1572 -0.8417
O -2.13900 0.49379 -1.22285 -0.1164 0.0919 0.0304 -0.4235
C -2.58102 1.56264 -0.39296 0.2279 0.0982 -0.1796 -0.4780
H -2.16718 1.76748 1.74108 -0.0228 -0.1470 -0.0843 0.2718
H -3.33930 0.46641 1.34699 0.1877 0.1649 -0.0810 0.2885
H -1.93615 2.44062 -0.53745 -0.1901 -0.1191 0.0185 0.2592
H -3.61536 1.80042 -0.65935 0.2946 -0.0413 0.0498 0.3370
Mg 0.45266 0.14435 1.78457 -0.3866 -0.2763 -1.6504 1.1370
O 0.78055 1.34993 0.15866 0.2383 0.1803 0.3659 -0.7651
O 1.40194 -0.10687 -1.41299 -0.6785 0.2547 -0.0666 -0.3321
C 2.66213 -0.29626 -0.72931 0.4198 0.1532 0.2184 -0.5052
C 2.48988 -1.45207 0.27199 0.9695 -0.2188 -0.5385 -0.2302
O 1.29258 -1.38383 0.99461 -0.3370 -0.0092 0.7777 -0.6520
C 0.48228 0.56127 -0.75626 -1.1383 -1.7780 1.0480 0.5876
H 3.38762 -0.56385 -1.50351 -0.1429 0.1398 0.2233 0.3561
H 2.96516 0.62924 -0.22662 -0.0726 -0.1613 -0.2827 0.2792
H 3.37378 -1.47492 0.92972 -0.1758 0.1869 -0.0797 0.3798
H 2.57424 -2.39273 -0.30268 -0.3558 0.1480 0.1736 0.2893
Cu 0.05572 -2.84049 0.11815 -0.4030 1.0042 -0.2623 0.5283
```
Positions in Å, forces in eV/Å.

ORCA calculation (wB97M-V/def2-TZVPD) on a molecular structure, C4H6O.

Total energy (hartree): -231.15878
HOMO (eV): -9.7966
Energy above the lowest of the compared OMol25 structures with the same formula, charge and spin (eV): 1.767
Kohn-Sham gap (eV): 10.381

The geometry in XYZ format:
```
11
Properties=species:S:1:pos:R:3:forces:R:3:mulliken_charge:R:1
O -0.02446 1.93216 0.05833 0.0593 -0.8929 0.3103 -0.5556
C 0.03106 0.78182 0.41713 -0.0554 0.8977 -0.3255 0.5017
C 0.66180 -0.50414 -0.18480 0.1046 -0.0337 -0.1843 -0.4078
C 0.04742 -1.13923 1.05127 0.0396 -0.2660 0.0918 -0.1697
C -0.47846 -0.01928 1.56507 -0.1278 0.0698 0.1858 -0.6008
H 0.24978 -0.81365 -1.15108 0.0532 0.0576 0.1719 0.2513
H 1.75597 -0.49865 -0.23861 -0.1647 0.0035 0.0320 0.2131
H 0.04612 -2.17193 1.38894 -0.0152 0.1994 -0.0361 0.3719
H -0.67633 0.88009 -2.99022 0.0000 0.0658 0.0577 0.1587
H -1.05604 0.21393 2.45539 0.1224 -0.0615 -0.1896 0.3977
H -0.55325 1.29373 -2.38212 -0.0158 -0.0397 -0.1140 -0.1605
```
Positions in Å, forces in eV/Å.

ORCA calculation (wB97M-V/def2-TZVPD) on a molecular structure, C20H13Cl3IrN4O8.

Total energy (hartree): -3075.63669
HOMO (spin up / spin down) (eV): -8.3310 / -8.9433
Multiplicity: 2
Energy above the lowest of the compared OMol25 structures with the same formula, charge and spin (eV): 0.000
Kohn-Sham gap (spin up / spin down) (eV): 7.474 / 6.111
<S²>: 0.766

The geometry in XYZ format:
```
49
Properties=species:S:1:pos:R:3:forces:R:3:mulliken_charge:R:1
Ir -0.22606 0.08561 0.16730 -0.2835 -0.1366 0.0191 1.0425
O 3.14829 1.48726 -1.49938 -0.0696 -0.0103 0.0384 -0.6950
C 2.04510 1.27003 -1.05035 -0.0316 0.0632 -0.0519 0.2601
N 1.49871 0.03318 -0.77701 -0.0689 0.4087 -0.1589 0.1170
C 2.19745 -1.13459 -0.64146 -0.0686 0.0040 -0.0076 0.7230
C 3.54340 -1.36244 -0.96640 0.1363 -0.0357 -0.0230 -1.0671
C 4.03730 -2.63994 -0.86652 -0.0131 0.0922 -0.0144 -0.5559
C 3.22555 -3.72001 -0.46277 -0.0364 -0.0146 0.0167 -0.5650
C 1.91120 -3.52805 -0.13377 0.0370 -0.0955 0.0312 -0.8272
C 1.38904 -2.22333 -0.18285 -0.0648 -0.1119 -0.0182 0.2269
N 0.10559 -1.87240 0.09149 -0.0627 0.0808 0.4837 0.3056
C -0.99134 -2.67992 -0.17531 -0.0575 -0.2503 -0.1869 0.0421
O -1.08124 -3.87067 -0.03269 0.0480 -0.0309 0.0714 -0.6385
C -2.04533 -1.86415 -0.87284 -0.0868 -0.0969 -0.0004 0.6609
C -3.23393 -2.41699 -1.28754 0.0021 -0.0441 -0.0048 -0.6160
C -4.11232 -1.62875 -2.01615 -0.0048 0.0399 -0.0210 -0.3492
C -3.75661 -0.32668 -2.31629 0.0796 -0.0347 -0.0371 -0.7148
C -2.54749 0.16404 -1.85231 0.0383 -0.0218 -0.1195 -0.0693
N -1.70953 -0.59094 -1.14530 0.0702 0.4216 0.0740 0.1658
C 1.09337 2.41526 -0.73460 -0.0219 -0.0685 -0.0045 0.6330
C 1.47940 3.71031 -1.00361 -0.0135 0.0182 0.0112 -0.5605
C 0.60386 4.74490 -0.70299 -0.0477 -0.0723 0.0354 -0.4188
C -0.62860 4.44232 -0.14884 0.0301 -0.0215 -0.0132 -0.8065
C -0.95478 3.11750 0.10209 -0.0365 0.0595 0.0427 -0.2004
N -0.10770 2.13180 -0.18438 0.1730 -0.1568 -0.1621 0.2883
H 4.15983 -0.54306 -1.29804 -0.0050 0.0025 0.0036 0.5156
H 5.07500 -2.82409 -1.11030 0.0080 0.0072 0.0007 0.4143
H 3.65545 -4.71006 -0.39550 -0.0023 -0.0063 0.0005 0.4132
H 1.28038 -4.33526 0.20632 0.0087 0.0080 -0.0118 0.5574
H -3.44671 -3.44394 -1.02779 0.0038 0.0039 0.0094 0.4996
H -5.06389 -2.02782 -2.33938 -0.0006 0.0047 -0.0094 0.4504
H -4.40965 0.32573 -2.87700 -0.0112 -0.0121 0.0028 0.4183
H -2.24610 1.18739 -2.02796 0.0008 -0.0194 0.0356 0.4464
H 2.45672 3.87371 -1.43425 0.0001 0.0125 -0.0042 0.5330
H 0.88291 5.77197 -0.89572 -0.0038 -0.0023 -0.0059 0.4375
H -1.34065 5.21502 0.10235 0.0064 0.0078 0.0047 0.4552
H -1.90356 2.83204 0.53883 0.0281 -0.0491 -0.0015 0.3511
Cl 3.75808 0.40011 3.16442 -0.0103 0.0201 0.0017 -0.1773
C 2.09000 0.60177 3.75430 0.0328 0.0064 -0.0226 -0.0899
Cl 1.70586 2.30787 4.02661 0.0150 0.0238 0.0095 -0.1727
C 1.13317 -0.05251 2.74898 0.1512 -0.0646 0.2943 0.4324
O 0.62654 -1.10811 3.04227 -0.1320 -0.1472 -0.1404 -0.5630
O 1.02494 0.63062 1.65819 -0.1704 0.1538 -0.2381 -0.7431
H 2.01406 0.08487 4.70220 0.0047 -0.0009 -0.0004 0.3622
O -3.97156 -0.84517 1.65851 -0.0411 0.0471 0.0225 -0.6445
Cl -3.31437 0.41845 1.64358 0.0866 0.0760 -0.5319 1.8660
O -3.67164 1.17036 0.46324 -0.0920 0.1248 0.1932 -0.6221
O -3.53142 1.16529 2.83016 -0.0295 -0.0604 -0.0718 -0.6551
O -1.84678 0.16148 1.55848 0.5051 -0.1222 0.4587 -0.8660
```
Positions in Å, forces in eV/Å.

- The lowest total energy belongs to which entry?
  C20H13Cl3IrN4O8